1.
{"formula": "C20H30GeIMnN2O2Te", "method": "ωB97M-V/def2-TZVPD", "symbols": ["N", "H", "H", "C", "H", "H", "Te", "H", "H", "H", "H", "H", "H", "Ge", "C", "H", "C", "H", "H", "H", "C", "H", "C", "H", "H", "O", "H", "H", "C", "H", "C", "H", "H", "O", "C", "C", "C", "C", "C", "N", "H", "H", "C", "C", "C", "H", "C", "H", "C", "I", "H", "C", "C", "H", "H", "Mn", "H", "C"], "xyz": [[-0.88449, 0.64188, 1.19607], [-2.62043, 3.46056, 1.02029], [-2.91257, -4.59528, -0.64600], [-1.02553, 2.07502, -0.76133], [-0.21647, -5.53451, -1.07729], [-1.43116, 5.19170, -1.98883], [-0.81195, -2.87554, -0.93968], [-3.99233, 0.32674, 4.53405], [2.22471, 0.06270, 2.52709], [-2.69629, 4.93376, 0.07489], [-3.53631, -2.08567, 4.92820], [5.90739, -0.44810, 0.23338], [1.22543, -4.55992, -1.52307], [3.37503, -0.28978, 0.29217], [-2.74507, -3.72234, -1.31001], [2.50397, 2.00029, -2.90916], [0.46871, 2.58230, -2.51272], [5.15334, -2.09066, 0.10309], [-1.81448, -3.24223, 3.60168], [2.28618, 1.98474, 0.00358], [-2.99124, -1.54272, 4.16164], [-3.80070, 2.83548, -1.26813], [-1.05239, 4.18631, -1.83466], [5.18846, -0.99294, -1.33828], [1.31482, 1.41853, -4.11461], [-3.96988, 3.45160, -0.53193], [3.36401, 1.60040, -1.40154], [2.04280, -1.27545, -1.62999], [1.94298, -1.31838, -0.52610], [-2.73159, 1.55102, 2.80441], [3.26521, 1.55897, -0.29745], [-2.83668, -4.00291, -2.37946], [-3.51375, -2.95428, -1.08724], [0.49815, 0.42924, -1.48582], [-1.56830, -0.14350, 2.15188], [0.12957, -4.65886, -1.66413], [-2.53743, 0.49180, 2.95385], [3.20373, -0.36365, 2.22680], [-2.70569, 3.84072, -0.00269], [-0.04945, 3.84018, -2.65671], [2.00762, -2.37310, -0.18877], [-2.68170, 0.95486, 0.15031], [5.09087, -1.03572, -0.23408], [-1.59733, 1.14753, 0.24017], [-1.58393, 3.35883, -0.86448], [1.82260, 3.11173, -4.10195], [-3.24816, -0.19589, 3.94047], [4.08336, 2.14411, 0.17009], [1.59379, 2.25236, -3.46257], [0.17754, -2.64292, 1.41761], [-0.07913, -4.78770, -2.74603], [-2.01660, -2.19242, 3.40505], [0.02509, 1.61294, -1.58067], [-1.31615, 0.08293, -0.78351], [3.26742, -1.41889, 2.56268], [0.08079, -0.50787, 0.04579], [4.02190, 0.22343, 2.69201], [-1.29828, -1.50141, 2.41166]], "atomic_forces_ev_per_a": [[1.5, -1.5, 4.1], [0.1, -0.1, 0.0], [0.2, 0.5, -0.5], [-0.3, 0.7, 0.7], [0.0, 0.6, -0.4], [-0.1, 0.0, 0.2], [-3.4, -1.0, -6.5], [0.1, -0.1, -0.1], [0.5, -0.2, 0.1], [0.1, -0.2, -0.1], [0.1, 0.0, -0.1], [-0.4, -0.4, -0.3], [-0.6, 0.0, -0.1], [0.4, 0.3, 0.0], [-1.1, -0.1, -0.2], [-0.3, -0.1, -0.3], [0.4, 1.4, -1.2], [0.1, 0.6, -0.2], [0.0, 0.2, -0.1], [0.6, 0.0, -0.2], [0.3, -0.2, -0.2], [-0.2, 0.5, 0.4], [0.3, 0.2, -0.5], [0.1, -0.1, 0.6], [0.1, -0.1, 0.2], [0.0, -0.6, -0.4], [0.0, 0.1, 0.9], [-0.2, 0.0, 0.6], [-0.7, -0.8, -0.1], [0.1, -0.2, -0.1], [-0.1, 0.4, -0.1], [0.2, 0.1, 0.7], [0.5, -0.4, -0.1], [1.1, -1.0, -0.8], [-0.2, 0.5, 0.7], [1.0, -0.6, 0.4], [-0.3, -0.5, 0.3], [-0.1, -0.1, 0.5], [-0.2, 0.1, 0.1], [0.1, -2.1, 1.0], [0.8, 0.2, -0.5], [0.2, 0.5, 0.7], [0.4, -0.3, -0.1], [-1.1, -0.9, -4.1], [0.7, 0.0, -0.5], [-0.2, -0.1, 0.2], [0.4, 0.3, -0.5], [-0.5, -0.3, -0.3], [0.0, 0.1, -0.1], [2.2, 0.5, 7.2], [-0.1, 0.3, 0.8], [-0.2, 0.2, 0.1], [-1.6, 3.8, 0.0], [-0.2, -0.8, 0.8], [0.0, 0.6, 0.0], [1.0, 0.9, -3.2], [-0.5, -0.4, -0.1], [-1.2, -0.3, 0.9]], "spin_multiplicity": 4, "total_charge": 1, "homo_ev": [-10.638, -10.768], "s_squared": 3.96}

---

2.
{"formula": "C33H57BMgN5OP2S", "method": "ωB97M-V/def2-TZVPD", "symbols": ["H", "C", "H", "C", "H", "H", "C", "C", "H", "H", "H", "H", "H", "H", "H", "C", "H", "H", "C", "C", "H", "N", "C", "C", "C", "C", "H", "H", "H", "H", "N", "C", "H", "H", "H", "H", "H", "C", "P", "H", "H", "C", "H", "H", "Mg", "H", "C", "H", "H", "H", "C", "C", "H", "H", "H", "C", "H", "C", "H", "H", "H", "C", "C", "H", "C", "C", "N", "C", "C", "C", "N", "H", "H", "H", "C", "H", "C", "C", "H", "H", "H", "H", "H", "B", "O", "H", "C", "H", "H", "H", "H", "H", "C", "C", "S", "H", "N", "C", "H", "P", "H"], "xyz": [[1.78592, 0.79819, -3.50655], [3.17065, 0.02524, 2.15010], [3.76245, 3.96753, -2.05521], [5.50691, 3.52733, -0.86309], [-1.35302, -4.80591, -2.73975], [-3.17101, 2.86104, -3.12314], [-2.52859, -3.25658, -3.68694], [3.39496, 2.46309, -0.55829], [-3.01066, -5.27436, -3.10977], [3.81116, -4.00469, 3.12356], [0.83264, -0.31581, -2.52432], [1.29118, -4.59296, 2.78020], [-0.69170, -0.74488, 4.34478], [-2.34980, -2.32152, 2.20650], [-6.15634, -0.32735, 0.50620], [4.17376, 3.37875, -1.24443], [-1.47619, 4.48531, -3.64129], [0.86126, 1.66941, 5.25575], [2.21357, -2.64732, 2.62650], [0.83149, 0.27354, -3.44553], [0.77575, -0.41890, -4.29021], [-2.84430, -4.11581, -1.40332], [1.07933, -3.56640, 3.09321], [-3.66604, -2.72495, 0.45872], [3.48897, -2.99468, 3.39603], [-3.03843, 3.01946, -2.05279], [4.31706, -2.32076, 3.17184], [-1.80145, 5.53392, -2.26621], [-3.65980, -3.74780, 0.84074], [-1.63528, -2.62844, -3.63542], [-2.95259, -0.53365, 1.39999], [-2.98243, -2.80871, -0.95293], [0.12202, -3.27354, 2.65515], [0.26126, -1.91903, 5.27025], [0.10310, 1.67896, -5.56096], [1.54286, -2.70399, 0.55104], [3.55955, -0.22710, 4.98127], [-3.72018, -2.42510, -3.24431], [-0.47585, 1.96109, -1.78694], [3.25200, -2.28562, 0.72272], [7.07782, 2.91567, 0.45573], [-2.61993, -1.91282, 1.23175], [-2.44174, -4.70800, -0.69309], [-4.07305, -1.23860, -1.54468], [-0.36652, 0.28974, 0.63990], [0.61284, 2.95557, -4.45854], [0.14510, -0.86110, 5.03826], [-1.09593, 2.76856, -4.87046], [-0.59227, 4.25673, 0.05738], [1.05433, 3.81791, -1.34240], [-1.60741, 3.45749, -1.71986], [5.25849, 1.86378, 0.88030], [6.13401, 4.23692, -1.38741], [-4.18728, 1.08154, 1.18197], [3.93679, -0.71126, 1.89129], [-4.11777, 0.01460, 1.03286], [-2.52899, 1.01078, -3.79051], [1.19303, 1.25762, 4.29879], [-2.63894, -3.60013, -4.71499], [2.46125, 0.12719, 6.31240], [-3.87371, -1.57480, -3.90835], [-1.62619, 0.40110, -3.75423], [-1.57166, 3.87729, -0.24110], [-3.73957, 3.80106, -1.74818], [-5.03367, -2.15023, 0.44888], [6.03990, 2.78139, 0.17929], [-3.42183, -1.91787, -1.91730], [-0.36783, 1.23637, -3.50670], [3.93361, 1.71298, 0.50895], [1.42807, -0.25406, 4.45769], [2.06260, 2.10241, -0.70466], [-1.76001, -0.34196, -2.96729], [3.57595, 0.60003, 2.98864], [-1.83164, 3.04615, 0.42038], [2.44577, -2.90058, 1.12868], [-1.53411, -0.11447, -4.71571], [2.59407, -0.48897, 5.41760], [-1.23341, 4.65816, -2.59379], [2.71926, -3.94974, 0.98204], [0.41631, 1.46593, 3.55888], [2.09798, 1.79031, 4.00186], [-3.31098, 2.09913, -1.52760], [-5.87140, -2.78394, 0.19283], [1.70761, 1.10914, 0.28068], [-1.89164, 0.20658, 1.80188], [0.97984, -3.56817, 4.17874], [1.19602, 2.77472, -1.64145], [5.67939, 1.28739, 1.69479], [-2.30272, 4.67316, -0.07541], [3.32606, -2.98302, 4.47282], [-4.63327, -3.03645, -3.25850], [2.63949, -1.52821, 5.74277], [-2.38755, -4.45063, -2.75198], [-5.18813, -0.79566, 0.62564], [-1.24088, -2.10896, 0.01652], [1.66137, 2.80637, -2.63190], [2.92848, 0.90685, 1.02322], [-0.17465, 2.22596, -4.65487], [-0.11071, -0.34605, 5.96888], [1.62223, -0.86627, 2.69633], [-0.17649, 4.91837, -2.53082]], "atomic_forces_ev_per_a": [[0.0, 0.0, 0.0], [0.0, 0.0, 0.0], [0.0, 0.0, 0.0], [0.0, 0.0, 0.0], [0.0, 0.0, 0.0], [0.0, 0.0, 0.0], [0.1, 0.1, 0.0], [0.1, 0.0, 0.0], [0.0, 0.0, 0.0], [0.0, 0.0, 0.0], [0.0, 0.0, 0.0], [0.0, 0.0, 0.0], [0.0, 0.0, 0.0], [0.1, 0.0, 0.0], [0.0, 0.0, 0.0], [0.0, 0.0, 0.0], [0.0, 0.0, 0.0], [0.0, 0.0, 0.0], [0.0, 0.0, 0.1], [0.0, 0.0, 0.0], [0.0, 0.0, 0.0], [0.1, 0.1, 0.1], [0.0, 0.0, 0.0], [0.2, 0.0, 0.0], [0.0, 0.0, 0.0], [0.0, 0.0, 0.0], [0.0, 0.0, 0.0], [0.0, 0.0, 0.0], [0.0, 0.0, 0.0], [0.0, 0.0, 0.0], [0.2, -0.2, -0.2], [-0.5, -0.2, -0.2], [0.0, 0.0, 0.0], [0.0, 0.0, 0.0], [0.0, 0.0, 0.0], [0.0, 0.0, 0.0], [0.0, 0.0, 0.0], [0.1, 0.0, 0.0], [0.0, 0.2, 0.1], [0.0, 0.0, 0.0], [0.0, 0.0, 0.0], [-0.1, 0.0, 0.0], [-0.1, 0.0, 0.0], [0.0, 0.0, 0.0], [0.5, -0.3, -0.2], [0.0, 0.0, 0.0], [0.0, 0.0, 0.0], [0.0, 0.0, 0.0], [0.0, 0.0, 0.0], [0.0, 0.0, 0.0], [0.0, 0.0, -0.1], [0.0, 0.0, 0.0], [0.0, 0.0, 0.0], [0.0, 0.0, 0.0], [0.0, 0.0, 0.0], [0.1, 0.0, 0.1], [0.0, 0.0, 0.0], [0.0, 0.0, 0.0], [0.0, 0.0, 0.0], [0.0, 0.0, 0.0], [0.0, 0.0, 0.0], [0.0, 0.0, 0.0], [0.0, 0.0, 0.0], [0.0, 0.0, 0.0], [-0.1, 0.0, 0.0], [0.0, 0.0, 0.0], [-0.1, -0.1, 0.1], [0.0, 0.0, 0.0], [0.0, 0.0, 0.0], [0.0, 0.0, 0.0], [0.1, -0.1, 0.0], [0.0, -0.1, 0.0], [0.0, 0.0, 0.0], [0.0, 0.0, 0.0], [0.0, 0.0, 0.0], [0.0, 0.0, 0.0], [0.0, 0.0, 0.0], [0.0, 0.0, 0.0], [0.0, 0.0, 0.0], [0.0, 0.0, 0.0], [0.0, 0.0, 0.0], [0.0, 0.0, 0.0], [0.0, 0.0, 0.0], [-0.5, 0.0, 0.2], [-0.4, 0.6, 0.2], [0.0, 0.0, 0.0], [0.0, 0.1, -0.1], [0.0, 0.0, 0.0], [0.0, 0.0, 0.0], [0.0, 0.0, 0.0], [0.0, 0.0, 0.0], [0.0, 0.0, 0.0], [0.0, 0.0, -0.1], [0.0, 0.0, 0.0], [0.3, -0.1, 0.1], [0.0, 0.0, 0.0], [0.0, -0.1, 0.0], [0.0, 0.0, 0.0], [0.0, 0.0, 0.0], [0.0, -0.1, -0.1], [0.0, 0.0, 0.0]], "spin_multiplicity": 2, "relative_energy_kcal_mol": 24.3, "homo_ev": [-5.652, -6.699], "s_squared": 0.77}